Record 1
Here is 2 unconnected molecules or ions with the total composition C2H5N5O from the Open Molecules 2025 dataset. Energies are from the ωB97M-V functional and the def2-TZVPD basis.

```
13
Properties=species:S:1:pos:R:3:mulliken_charge:R:1
C -0.160 0.206 -0.204 0.36
C 0.008 -0.129 1.973 -0.04
H 1.992 -0.738 -1.976 0.20
H 0.700 -1.707 -2.214 0.19
H 1.222 -1.199 0.617 0.36
H 0.296 -0.746 2.806 0.37
H -2.119 1.615 -1.006 0.42
N 1.037 -0.940 -1.620 -0.44
N -0.008 0.054 -1.504 -0.52
N 0.240 -0.756 0.794 -0.21
N -0.824 0.872 1.982 -0.53
N -0.891 1.122 0.448 0.31
O -1.494 2.346 -0.095 -0.47
```

The calculation puts the LUMO energy at 0.007 hartree. Its net charge is 0. For the relative energy (zero: lowest compared OMol25 entry of this formula, charge and spin), the calculation gives 136.84 kcal per mole.

Record 2
Here is C18H33BI2N2O8S2 in the gas phase from the Open Molecules 2025 dataset. Energies are from the ωB97M-V functional and the def2-TZVPD basis.

```
66
Properties=species:S:1:pos:R:3:mulliken_charge:R:1
C 0.035 -5.234 1.245 -0.98
C -0.783 -4.969 -0.022 -0.75
C -1.132 -3.492 -0.224 -0.20
C -0.044 -2.763 -1.002 -0.98
N -0.310 -1.325 -1.033 -0.27
C 0.671 -0.335 -1.402 0.02
S 1.723 -1.187 -2.683 -0.53
C 1.651 0.139 -0.208 2.20
O 2.773 -0.716 -0.153 -0.73
C 1.046 0.118 1.212 -1.12
B 0.463 -1.262 1.722 0.43
O 1.245 -2.412 1.666 -0.62
O -0.800 -1.395 2.225 -0.62
C 2.206 1.567 -0.445 -0.54
C 3.577 1.793 0.194 -1.61
I 5.183 1.377 -1.173 0.08
C 3.745 3.143 0.877 -0.12
C 5.105 3.311 1.556 -1.34
I 3.374 4.814 -0.400 0.10
O 2.246 1.885 -1.846 -0.36
S 0.848 2.336 -2.434 1.54
O 1.043 2.513 -3.827 -0.79
O 0.299 3.371 -1.615 -0.55
C -0.153 0.803 -2.146 0.59
C -1.516 1.191 -1.557 -2.55
C -1.652 1.526 -0.078 1.50
C -3.073 2.017 0.222 -0.96
C -3.493 1.775 1.670 -0.48
O -4.885 1.845 1.850 -0.46
C -5.601 0.676 1.505 -0.68
O -0.396 0.270 -3.470 -0.43
C -1.410 0.709 -4.137 0.61
N -2.301 1.047 -4.773 -0.57
H 1.079 -4.943 1.105 0.18
H 0.030 -6.295 1.498 0.43
H -0.350 -4.661 2.090 0.21
H -1.701 -5.558 0.002 0.40
H -0.194 -5.295 -0.886 0.28
H -1.326 -2.998 0.733 0.22
H -2.052 -3.423 -0.815 0.39
H -0.080 -3.142 -2.026 0.80
H 0.938 -3.005 -0.578 0.26
H -0.912 -1.038 -0.275 0.32
H 2.237 -0.076 -3.218 0.28
H 2.502 -1.588 0.163 0.59
H 0.343 0.931 1.400 0.26
H 1.904 0.322 1.867 0.12
H 1.631 -2.673 2.505 0.26
H -1.293 -0.569 2.266 0.41
H 1.513 2.269 0.027 0.65
H 3.717 1.042 0.969 0.68
H 2.982 3.165 1.661 0.54
H 5.496 2.342 1.879 0.37
H 5.838 3.765 0.892 0.40
H 5.004 3.963 2.424 0.38
H -2.196 0.368 -1.790 0.62
H -1.876 2.060 -2.114 0.83
H -0.943 2.311 0.190 0.30
H -1.460 0.648 0.543 -1.18
H -3.154 3.079 -0.015 0.27
H -3.777 1.468 -0.413 0.38
H -3.060 2.520 2.342 0.28
H -3.122 0.789 2.002 0.43
H -4.929 -0.158 1.275 0.27
H -6.236 0.388 2.345 0.26
H -6.235 0.854 0.633 0.27
```

The calculation puts the LUMO energy at -0.009 hartree. Its net charge is 0. As for the SMILES: CCCCN[C@@]1(S)[C@](CCCCOC)(OC#N)S(=O)(=O)O[C@H]([C@@H](I)[C@@H](C)I)[C@@]1(O)CB(O)O.

Record 3
Here is C2H3N3O2 in the gas phase from the Open Molecules 2025 dataset. Energies are from the ωB97M-V functional and the def2-TZVPD basis.

```
10
Properties=species:S:1:pos:R:3:mulliken_charge:R:1
N -0.269 1.225 0.590 -0.14
N 0.879 1.324 -0.234 -0.21
C -0.419 -1.650 -0.337 0.78
C 0.694 -0.995 -0.139 -0.46
O -1.409 1.041 -0.266 -0.39
N 0.832 0.188 0.544 -0.13
O -1.406 -2.261 -0.507 -0.39
H -2.051 0.679 0.368 0.36
H 1.526 2.005 0.162 0.27
H 1.622 -1.554 -0.180 0.32
```

The calculation puts the LUMO energy at 0.024 hartree. Its net charge is 0. As for the SMILES: O=C=Cn1[nH]n1O. For the relative energy (zero: lowest compared OMol25 entry of this formula, charge and spin), the calculation gives 162.13 kcal per mole.

Record 4
Here is a molecular structure, C4H8N2O from the Open Molecules 2025 dataset. Energies are from the ωB97M-V functional and the def2-TZVPD basis.

```
15
Properties=species:S:1:pos:R:3:mulliken_charge:R:1
C 2.587 0.169 -0.911 0.10
C -0.409 -0.833 0.545 -0.62
C -1.677 -0.081 0.279 -0.56
C -0.498 -0.081 -0.718 0.14
N 1.904 1.066 -0.233 -0.34
N 0.126 1.141 -0.784 -0.54
O 2.273 -0.424 -1.941 -0.52
H 3.722 0.250 -0.737 0.34
H 0.260 -0.484 1.245 0.21
H -0.479 -1.979 0.553 0.20
H -2.550 -0.388 -0.180 0.31
H -1.726 0.958 0.682 0.26
H -0.420 -0.627 -1.612 0.42
H 1.672 1.217 0.756 0.32
H 0.121 1.428 -1.766 0.27
```

The calculation puts the LUMO energy at 0.020 hartree. Its net charge is 0. For the relative energy (zero: lowest compared OMol25 entry of this formula, charge and spin), the calculation gives 121.23 kcal per mole.

HOMO-LUMO gap per entry: 0.31167, 0.32753, 0.34793, 0.35635 Eh